C53H74BClN11O4STeV | wB97M-V/def2-TZVPD

Its spin multiplicity is 3. Its expectation value of S² is 2.496. The energy above the lowest of the compared OMol25 structures with the same formula, charge and spin is 0.0 kcal/mol. The gap between HOMO and LUMO (spin up / spin down) is 5.89 / 7.00 eV. Its LUMO energy (spin up / spin down) is -0.0284 / 0.0071 Eh.

Each line ends with the Mulliken charge.
CARTESIAN COORDINATES (ANGSTROEM)
H: 1.8809 2.9369 0.8133  -0.100
H: 1.6129 -6.4094 -0.4531  0.569
C: -6.6495 -1.6423 0.8608  0.649
H: 4.4572 2.1831 -0.5449  0.843
H: 4.9318 2.8803 -3.0926  0.426
H: 3.7036 0.6142 -0.2479  -0.529
V: 0.8722 -1.2270 -1.1485  0.079
H: -0.8387 -2.9579 -5.5396  0.493
C: 5.2253 -3.0169 3.4871  -0.791
H: -3.1098 4.6183 2.8958  0.348
N: -0.0880 -2.1624 -3.7371  -0.098
C: 5.1956 -5.1146 2.3334  -0.911
C: -4.3151 -1.0355 1.0726  1.239
C: 1.5403 -5.0827 -2.2082  -0.958
H: 2.9593 -0.2497 2.4290  -0.087
H: 4.6288 -5.0208 0.2463  0.486
H: -0.0986 7.3178 0.5826  0.509
H: 6.7522 -4.7561 5.1379  0.353
H: -5.2490 4.9051 -1.5408  0.455
H: -2.6228 1.5020 -4.7210  0.387
C: -0.7536 4.0872 -0.3939  -3.009
C: 1.7106 -4.3607 2.2047  -1.390
H: 2.7624 1.9360 -0.9480  -0.639
C: 1.5347 6.1096 2.0712  -1.933
N: 0.9808 -0.5366 3.0186  0.183
H: 0.8067 3.9060 3.3230  0.566
H: 2.1033 6.7286 1.3726  0.384
H: -3.6088 0.2358 2.6677  0.557
H: -8.4471 -2.4973 1.6629  0.357
H: -1.3387 4.4898 -1.2199  0.709
C: -4.5998 3.8159 1.5941  -0.861
H: -4.2297 -0.1043 -3.6108  0.329
C: 3.5402 -0.2350 -2.9345  -0.352
N: -0.4275 -1.1688 -2.8859  1.346
C: -0.7667 6.4925 0.3292  -1.982
H: 2.2498 -5.2956 2.0514  0.402
H: 0.4536 -0.6873 5.0254  0.425
H: 1.3409 -4.3482 3.2339  0.566
C: 2.3987 -0.3792 3.3525  -0.955
H: 1.3890 1.3500 -3.1911  0.730
C: -8.0848 -1.5339 1.2996  -1.664
H: 2.5336 0.4943 3.9918  0.441
H: 0.0553 -3.2865 1.4022  -0.728
N: 0.8728 -3.2886 -1.1209  1.371
C: -2.3197 0.5475 -2.8065  3.070
C: 0.1294 5.2367 0.1356  1.942
H: 5.8168 -6.1730 4.6608  0.353
H: 1.3331 -3.6853 -4.5568  -0.148
C: 0.9849 4.8434 1.3967  2.516
H: -8.2029 -0.8005 2.0967  0.343
C: -0.9481 -2.2266 -4.7572  -0.957
H: 5.3944 -2.4423 4.3913  0.412
H: -1.6070 6.3618 2.3409  0.453
H: -1.9197 0.7876 -1.8215  -0.847
H: 2.9256 3.9591 1.7903  0.533
N: 0.5187 2.9342 -2.1320  -0.821
C: -5.1874 3.8860 0.3418  0.452
H: -0.0331 -2.0914 4.0508  0.217
C: -5.6438 -0.9023 1.4603  -0.977
C: -3.9616 -1.9486 0.0765  -0.821
C: -3.2589 -0.1815 1.7217  -0.867
H: 0.7411 6.7167 2.5088  0.339
B: 1.2170 -2.9633 -3.6117  -0.708
C: -0.4649 -5.3614 1.4843  -1.797
C: 3.7349 1.4572 -0.9259  0.189
O: 5.1590 -1.2959 -0.5255  -0.783
C: 2.1852 3.9672 0.9881  -1.566
C: 5.7732 -5.0929 4.7916  -1.571
H: -5.6013 -3.9678 -2.1742  0.411
C: -4.9804 -2.6663 -0.5788  1.435
H: 1.8606 -5.6543 -3.0621  0.537
Te: -1.9221 -2.4750 -0.3534  0.635
H: 4.1974 1.8582 -4.3298  0.453
C: 4.6130 -3.1068 1.1678  -1.408
C: -1.9454 6.5362 1.3197  -1.311
C: -0.0098 1.6981 -0.4009  -1.322
H: -7.0753 -3.0804 -0.6650  0.379
H: -2.8312 2.5873 -3.3399  0.386
C: -3.0977 5.6177 0.9963  0.276
H: -4.9527 3.0893 2.3134  0.451
H: 5.3350 -6.1897 2.3344  0.326
H: -2.7326 -1.0245 -5.2187  0.576
C: -3.5615 4.6796 1.9124  -0.253
C: -4.6803 -3.6156 -1.7099  -1.687
N: 2.3434 -1.9271 -3.5787  0.084
C: -6.2979 -2.5040 -0.1734  -0.966
H: 2.2127 5.8240 2.8759  0.544
H: -3.4244 6.4486 -0.9559  0.433
H: -0.0119 -6.3361 1.2979  0.378
C: -3.7373 5.6985 -0.2385  0.014
C: 4.8015 -4.4749 1.1653  -0.342
S: 4.0941 -2.2512 -0.3154  2.032
C: -1.5400 -0.5992 -3.3888  -1.091
H: -4.3582 1.0253 -2.2535  0.474
C: 1.4130 -5.4434 -0.8838  -0.868
C: 0.8946 1.6941 -2.2997  -2.179
O: 0.9770 5.5620 -0.9598  -0.664
H: 1.5204 6.3231 -0.7268  0.634
C: 0.1822 4.0552 2.4401  -1.590
H: -1.2089 2.1115 -3.8661  0.400
H: 5.2196 0.7073 -2.2173  0.861
H: 3.1774 2.7475 -3.1865  0.276
H: -0.1017 3.0691 2.0701  -0.004
H: -4.1151 -4.4757 -1.3460  0.283
C: 4.1847 -0.8322 -4.0320  -1.679
H: -1.4286 3.7473 0.3850  0.436
H: -3.9215 -0.6555 -1.9620  0.029
N: 0.6049 0.8878 -1.2428  2.012
H: 4.7577 -1.2948 2.2856  0.820
Cl: -6.4532 2.7847 -0.0810  -0.184
H: 2.6656 4.3322 0.0839  0.428
H: 5.1202 -0.5229 -4.4652  0.642
C: -4.7671 4.8385 -0.5746  -0.892
H: -4.0646 -3.1227 -2.4652  0.203
O: 3.9514 -3.2643 -1.3289  -0.750
H: -0.7197 4.5779 2.7537  0.179
H: -2.3215 7.5632 1.2902  0.484
H: -8.7237 -1.2395 0.4650  0.370
C: 3.3983 -1.8945 -4.3974  -0.408
C: 0.5444 -4.2386 1.2237  2.029
H: -0.8019 -5.3334 2.5226  0.442
H: 3.5070 -2.6262 -5.1793  0.542
C: 4.1099 2.1914 -3.2956  -1.804
N: 2.4118 -0.9222 -2.6681  1.006
C: -1.8969 -1.2477 -4.5787  -0.974
O: 2.8030 -1.5873 0.0781  -0.216
H: -0.4530 1.4227 0.5406  0.290
H: -5.8994 -0.2098 2.2561  0.273
H: -2.9796 0.6452 1.0584  0.111
C: 0.6872 -0.7739 1.7649  0.161
C: -3.7970 0.1753 -2.6488  -1.412
H: 2.4084 -3.5369 2.0694  -0.198
H: 2.7818 -1.2673 3.8604  0.464
H: -0.9209 -0.5652 3.9106  0.249
H: -1.3349 -5.2573 0.8359  0.232
H: -2.3584 -0.7783 1.8951  -0.220
N: -0.0551 2.9319 -0.9177  2.066
H: -1.1575 6.7134 -0.6666  0.666
N: 0.3489 -0.9617 0.6705  -0.179
C: 5.3932 -4.4022 3.5096  1.176
C: 0.9785 -4.2879 -0.2231  0.109
C: 4.8541 -2.3733 2.3196  -0.404
C: 0.0651 -1.0033 4.0604  -0.818
C: -2.2297 1.7661 -3.7377  -1.790
H: 5.0534 -4.8620 5.5784  0.333
C: 4.1749 1.0035 -2.3173  0.574
N: 1.1929 -3.7993 -2.3261  -0.161